P | Formula: C4H12N2S
Source: the Open Molecules 2025 dataset
Level of theory: ωB97M-V with the def2-TZVPD basis set

Output
Net charge   0
Orbital gap   9.651 eV
Molar mass   120.2 g mol⁻¹

Each line ends with the natural charge from an NBO analysis.
Geometry (Å):
C -0.7610 0.8549 -0.9756  -0.203
N -1.2302 -0.4442 -1.4122  -0.654
C -0.2470 -1.3605 -1.9758  -0.060
N 0.9038 -1.7466 -1.1623  -0.816
C -1.1170 1.2038 0.4884  -0.428
C -0.4870 0.3078 1.5178  -0.520
S 1.2813 0.6597 1.8087  -0.033
H 0.3302 0.8528 -1.0543  0.162
H -1.1687 1.6414 -1.5914  0.191
H -1.7874 -0.9807 -0.7661  0.353
H 0.1483 -0.8793 -2.8673  0.171
H -0.7087 -2.2776 -2.2904  0.187
H 1.2757 -0.8771 -0.7731  0.337
H 0.5371 -2.1774 -0.3165  0.337
H -0.6899 2.1994 0.5642  0.216
H -2.1745 1.3719 0.4907  0.218
H -0.9154 0.5849 2.4862  0.229
H -0.6798 -0.7405 1.4022  0.207
H 1.5810 1.0446 0.5609  0.107

=====

Q | Formula: C4H12N2S
Source: the Open Molecules 2025 dataset
Level of theory: ωB97M-V with the def2-TZVPD basis set

Output
Net charge   0
Orbital gap   9.817 eV
Molar mass   120.2 g mol⁻¹

Each line ends with the natural charge from an NBO analysis.
Geometry (Å):
C 0.2875 -0.9283 -0.8975  -0.221
N 0.0096 -0.0508 0.2087  -0.640
C -1.4080 0.3577 0.3622  -0.228
C -1.5288 1.0749 1.7058  -0.572
S -3.2042 1.2461 2.2738  -0.011
C 1.7585 -1.3254 -0.9525  -0.224
N 2.5549 -0.0732 -1.1310  -0.860
H -0.4001 -1.7752 -0.9386  0.191
H 0.0736 -0.4137 -1.8606  0.151
H 0.5235 0.7952 0.0250  0.363
H -2.0391 -0.5190 0.4754  0.203
H -1.5940 1.0108 -0.4969  0.174
H -0.9071 0.4161 2.3359  0.246
H -0.8648 1.9372 1.8384  0.215
H -3.5479 2.0703 1.2653  0.116
H 2.0462 -1.7733 -0.0028  0.191
H 1.9922 -1.9751 -1.7948  0.186
H 3.2324 -0.0543 -0.4029  0.360
H 3.0156 -0.0200 -2.0128  0.360

=====

R | Formula: C4H12N2S
Source: the Open Molecules 2025 dataset
Level of theory: ωB97M-V with the def2-TZVPD basis set

Output
Net charge   0
Orbital gap   9.905 eV
Molar mass   120.2 g mol⁻¹

Each line ends with the natural charge from an NBO analysis.
Geometry (Å):
C 0.2150 0.5913 -1.9799  -0.598
C -0.0440 -0.2324 -0.7304  -0.065
C -1.5565 -0.1546 -0.3722  -0.540
S -2.4515 -1.7137 -0.3759  -0.025
N 0.8202 0.2665 0.3166  -0.650
C 0.6794 -0.2141 1.7008  -0.049
N 1.5358 0.5268 2.6095  -0.818
H -0.1364 1.6054 -1.7864  0.206
H 1.2810 0.7016 -2.1543  0.207
H -0.2802 0.1931 -2.8623  0.208
H 0.1493 -1.2748 -1.0056  0.166
H -1.6247 0.2349 0.6410  0.227
H -2.0585 0.5794 -1.0019  0.224
H -2.6305 -1.8044 -1.7002  0.117
H 1.7898 0.1011 0.0705  0.353
H -0.3391 -0.0352 2.0162  0.172
H 0.8396 -1.2940 1.7715  0.160
H 2.5084 0.4171 2.3455  0.346
H 1.3028 1.5061 2.4975  0.359

=====

So which one is most stable? That would be R, about 21.0 kJ/mol below the next structure.

=====

P | Formula: C4H12N2S
Source: the Open Molecules 2025 dataset
Level of theory: ωB97M-V with the def2-TZVPD basis set

Output
Net charge   0
Orbital gap   10.012 eV
Molar mass   120.2 g mol⁻¹

Each line ends with the natural charge from an NBO analysis.
Geometry (Å):
N -1.0061 -1.0692 -1.5419  -0.815
C -0.2875 -0.4895 -0.4203  -0.047
C 0.6229 0.7096 -1.0200  -0.409
C 1.8211 1.2084 -0.0055  -0.496
S 2.7876 -0.2458 0.6782  -0.061
C -1.2460 0.2218 0.5141  -0.239
N -1.7890 -0.6236 1.6398  -0.842
H -1.4500 -1.9022 -1.1566  0.356
H -0.1794 -1.4783 -1.9654  0.343
H 0.3054 -1.3747 0.1518  0.164
H 1.0731 0.3647 -1.9661  0.209
H -0.0827 1.5540 -1.2367  0.220
H 2.6182 1.6648 -0.5921  0.231
H 1.4025 1.8021 0.8178  0.213
H 1.9401 -1.1620 0.7731  0.094
H -0.6773 1.0560 0.9504  0.164
H -2.1178 0.5295 -0.0258  0.208
H -1.1066 -0.6455 2.3805  0.350
H -2.6284 -0.1202 2.0248  0.356

=====

Q | Formula: C4H12N2S
Source: the Open Molecules 2025 dataset
Level of theory: ωB97M-V with the def2-TZVPD basis set

Output
Net charge   0
Orbital gap   9.430 eV
Molar mass   120.2 g mol⁻¹

Each line ends with the natural charge from an NBO analysis.
Geometry (Å):
C -1.4602 2.1850 -0.0344  -0.228
C -0.2728 1.2859 0.3436  -0.545
S 0.7350 0.9500 -1.1215  0.150
N -2.3207 1.7560 -1.1392  -0.825
H -1.0868 3.1941 -0.2559  0.185
H -2.1118 2.2907 0.8471  0.191
H -0.7714 0.3907 0.7338  0.215
H 0.4347 1.6926 1.0680  0.229
H -2.5761 0.7957 -0.9250  0.342
H -1.8600 1.7704 -2.0390  0.365
C 1.1859 -2.4840 0.9853  -0.417
C 1.0643 -0.8162 -0.7744  -0.333
N 1.3823 -1.0690 0.6212  -0.643
H 1.3901 -2.6923 2.0395  0.206
H 1.7635 -3.1746 0.3639  0.167
H 0.1272 -2.7523 0.8543  0.189
H 1.8931 -1.1161 -1.4163  0.194
H 0.1455 -1.3393 -1.0376  0.198
H 2.3380 -0.8673 0.8865  0.361

=====

So which one is most stable? That would be Q, about 61.3 kJ/mol below the next structure.

=====

P | Formula: C4H12N2S
Source: the Open Molecules 2025 dataset
Level of theory: ωB97M-V with the def2-TZVPD basis set

Output
Net charge   0
Orbital gap   5.371 eV
Molar mass   120.2 g mol⁻¹

Each line ends with the natural charge from an NBO analysis.
Geometry (Å):
C -1.2634 1.4701 -1.6773  -0.610
C -2.1075 1.6472 -0.4229  -0.506
S -1.6958 0.4788 0.9198  -0.717
H -1.4814 0.5123 -2.1441  0.187
H -0.2083 1.4821 -1.4281  0.171
H -1.4536 2.2705 -2.3889  0.195
H -3.1703 1.5262 -0.6538  0.192
H -1.9765 2.6655 -0.0451  0.187
C 1.2576 -1.2937 1.5362  0.060
C 1.4002 -0.5933 0.4045  -0.235
N 1.7121 -1.3341 -0.8365  -0.666
N 0.6900 -0.7777 2.6519  -0.798
H 1.6293 -2.3158 1.5726  0.173
H 1.0046 0.3939 0.2297  0.261
H 2.4434 -0.8794 -1.3862  0.423
H 2.0259 -2.2769 -0.6074  0.425
H 0.8707 -1.4033 -1.4127  0.436
H -0.0592 -0.1064 2.3682  0.438
H 0.3823 -1.4660 3.3201  0.384

=====

Q | Formula: C4H12N2S
Source: the Open Molecules 2025 dataset
Level of theory: ωB97M-V with the def2-TZVPD basis set

Output
Net charge   0
Orbital gap   7.917 eV
Molar mass   120.2 g mol⁻¹

Each line ends with the natural charge from an NBO analysis.
Geometry (Å):
C -1.3521 2.0035 -0.2526  -0.619
C -0.7783 1.7194 1.1309  -0.503
S 1.0437 1.5229 1.1245  -0.423
H -1.2679 1.1114 -0.8743  0.189
H -0.7390 2.7723 -0.7226  0.211
H -2.3859 2.3365 -0.2191  0.200
H -1.2174 0.8300 1.5841  0.186
H -0.9911 2.5458 1.8102  0.207
C 0.0388 -2.2070 0.9310  -0.424
N 1.4314 -0.3772 -1.8607  -0.782
C 0.9233 -1.3659 -1.1145  0.356
N 0.6635 -1.1798 0.1210  -0.531
H 0.5580 -3.1605 0.8645  0.197
H -1.0123 -2.3326 0.6698  0.200
H 0.0779 -1.8791 1.9671  0.224
H 1.6113 0.5010 -1.3826  0.431
H 1.8313 -0.5072 -2.7699  0.405
H 0.6870 -2.3000 -1.6187  0.174
H 0.8778 -0.0334 0.6120  0.304

=====

R | Formula: C4H12N2S
Source: the Open Molecules 2025 dataset
Level of theory: ωB97M-V with the def2-TZVPD basis set

Output
Net charge   0
Orbital gap   9.283 eV
Molar mass   120.2 g mol⁻¹

Each line ends with the natural charge from an NBO analysis.
Geometry (Å):
C 0.5777 -1.0836 -0.0994  -0.213
N -0.0204 -0.3281 0.9902  -0.672
C 0.4216 -0.6724 2.3330  -0.039
N -0.5391 -0.3503 3.2983  -0.876
C -0.3957 -1.1879 -1.3107  -0.437
C -0.8658 0.1553 -1.8241  -0.443
S 0.4730 1.5842 -1.7361  -0.157
H 1.4467 -0.6689 -0.6506  0.173
H 0.9454 -2.1230 0.3158  0.200
H 0.0909 0.6576 0.9291  0.372
H 1.2294 0.1532 2.4668  0.167
H 0.7126 -1.7867 2.3288  0.174
H -0.5683 0.5973 3.8736  0.377
H -1.5154 -0.5692 3.1314  0.370
H 0.1186 -1.7078 -2.0524  0.202
H -1.2084 -1.9126 -1.0277  0.218
H -1.3609 0.2087 -2.8910  0.227
H -1.5882 0.6180 -1.1822  0.212
H -0.3795 2.6659 -2.0761  0.145

=====

S | Formula: C4H12N2S
Source: the Open Molecules 2025 dataset
Level of theory: ωB97M-V with the def2-TZVPD basis set

Output
Net charge   0
Orbital gap   9.568 eV
Molar mass   120.2 g mol⁻¹

Each line ends with the natural charge from an NBO analysis.
Geometry (Å):
C 1.0214 0.5923 -0.7309  -0.236
N 0.7923 0.2761 0.6555  -0.648
C -0.4054 0.6887 1.3105  -0.212
C -1.7341 0.1216 0.7416  -0.544
S -3.1832 1.1020 1.1765  -0.038
C 0.8004 -0.5725 -1.6900  -0.232
N 1.7022 -1.7426 -1.3956  -0.826
H 0.3976 1.4441 -1.0202  0.202
H 2.0528 0.9301 -0.8925  0.182
H -2.8522 1.3897 2.4436  0.114
H -0.5090 1.7800 1.2759  0.190
H -0.3654 0.3756 2.3580  0.199
H -1.6868 0.1491 -0.3498  0.215
H -1.8701 -0.9190 1.0452  0.206
H 1.0032 -0.3203 -2.7144  0.195
H -0.1902 -0.9825 -1.5212  0.183
H 1.2739 -2.3207 -0.6794  0.344
H 1.2036 -0.5984 0.9364  0.366
H 2.5491 -1.3932 -0.9491  0.341

=====

So which one is most stable? That would be S, about 11.3 kJ/mol below the next structure.